No. 1
The following is a quantum chemistry calculation of a structure of composition C10H21ClNO2P2Ti at a distorted geometry, from the OMol25 dataset.

Total charge: +3
Highest occupied orbital energy (alpha / beta): -20.749 / -20.771 eV
LUMO level (alpha / beta): -14.89 / -14.99 eV
M: 332.551 g mol⁻¹
Frontier orbital gap (alpha / beta): 0.215 / 0.213 Ha
F_max: 12.59 eV/A

Atoms and positions in Å:
C  -3.815  1.072  0.219
C  -2.394  0.738  -0.156
H  -4.231  0.206  0.774
H  -4.391  1.201  -0.688
H  -3.921  1.969  0.842
O  -1.763  -0.199  0.386
Cl  -1.582  1.833  -1.132
Ti  0.329  -0.525  0.221
P  -0.057  -1.655  -1.964
C  0.110  -3.443  -1.731
C  -1.685  -1.536  -2.757
H  -1.683  -2.109  -3.687
H  0.964  -1.844  -4.159
H  -1.948  -0.506  -2.993
H  0.790  -0.151  -3.635
H  -0.535  -3.745  -0.903
H  -2.461  -1.939  -2.108
C  1.048  -1.162  -3.310
H  -0.180  -3.977  -2.638
H  2.077  -1.130  -2.952
H  1.141  -3.676  -1.460
P  0.624  1.311  1.949
C  1.236  0.829  3.579
C  1.803  2.564  1.411
H  -1.166  2.924  1.525
H  -0.535  3.023  3.176
H  -1.648  1.724  2.729
C  -0.818  2.337  2.375
H  1.420  3.094  0.536
H  1.998  3.286  2.210
H  1.199  1.691  4.252
H  2.264  0.472  3.488
H  2.741  2.097  1.110
H  0.632  0.016  3.984
C  0.869  -1.845  1.546
O  1.122  -2.635  2.377
N  2.960  0.874  -1.188
C  2.029  0.330  -0.706

Here are the Löwdin charges for atoms 1 to 2, given in e: number 1, C, carries 0.01; number 2, C, carries -0.80

=====

No. 2
The following is a quantum chemistry calculation of a structure of composition C6H5O6Re at a distorted geometry, from the OMol25 dataset.

Total charge: +3
Highest occupied orbital energy (alpha / beta): -21.662 / -24.046 eV
LUMO level (alpha / beta): -14.41 / -18.92 eV
Energy above the lowest of the compared OMol25 structures with the same formula, charge and spin: 0.845 eV
M: 359.307 g mol⁻¹
Multiplicity: 4
Frontier orbital gap (alpha / beta): 0.267 / 0.188 Ha
F_max: 8.31 eV/A
<S²>: 3.779

Atoms and positions in Å:
O  -0.167  2.465  -3.301
C  -0.166  1.717  -2.404
Re  -0.168  0.489  -0.898
O  -0.178  2.764  1.296
C  -0.175  1.943  0.478
C  -0.209  -1.463  -1.638
O  -0.276  -2.634  -1.699
C  1.821  0.298  -0.726
O  2.963  0.155  -0.618
C  -2.158  0.295  -0.753
O  -3.302  0.143  -0.667
H  -0.044  -0.602  -2.549
C  0.613  -0.772  2.475
O  -0.172  -1.002  1.291
H  1.538  -0.296  2.138
H  0.833  -1.718  2.986
H  0.075  -0.080  3.134
H  -0.829  -1.704  1.454

Here are the Löwdin charges for atoms 1 to 2, given in e: number 1, O, carries 0.32; number 2, C, carries -0.10

=====

No. 3
The following is a quantum chemistry calculation of the molecule C2H6BrClN2 at a distorted geometry, from the OMol25 dataset.

SMILES string: CN(Cl)N(C)Br
Highest occupied orbital energy (alpha / beta): -9.040 / -9.124 eV
LUMO level (alpha / beta): -1.90 / -1.86 eV
Energy above the lowest of the compared OMol25 structures with the same formula, charge and spin: 1.118 eV
M: 173.441 g mol⁻¹
Frontier orbital gap (alpha / beta): 0.262 / 0.267 Ha
F_max: 3.26 eV/A

Atoms and positions in Å:
C  0.415  -0.890  1.618
N  -0.069  -0.555  0.284
Cl  -2.194  -0.682  0.488
N  0.190  0.391  -0.433
C  -0.069  0.584  -1.851
Br  0.736  2.436  0.547
H  1.160  -1.595  1.606
H  0.585  -0.066  2.293
H  -0.443  -1.482  1.977
H  -0.399  -0.453  -2.269
H  -0.757  1.371  -2.024
H  0.846  0.941  -2.236

Here are the Löwdin charges for atoms 1 to 2, given in e: number 1, C, carries -0.10; number 2, N, carries -0.29

=====

No. 4
The following is a quantum chemistry calculation of a cluster of 4 separate species, C5H18N2O4 in total at a distorted geometry, from the OMol25 dataset.

SMILES string: CC(C)CNC(N)=O.O.O.O
Highest occupied orbital energy: -10.152 eV
LUMO level: 0.41 eV
Energy above the lowest of the compared OMol25 structures with the same formula, charge and spin: 2.044 eV
M: 170.209 g mol⁻¹
Frontier orbital gap: 0.388 Ha
F_max: 6.44 eV/A

Atoms and positions in Å:
C  1.838  -0.346  1.249
C  0.729  -0.983  0.361
C  0.555  -2.484  0.793
C  1.052  -0.745  -1.125
N  1.170  0.642  -1.580
C  0.171  1.581  -1.236
N  0.606  2.906  -1.050
O  -0.921  1.223  -1.077
H  1.736  0.773  1.240
H  2.701  -0.506  0.614
H  2.096  -0.750  2.210
H  -0.273  -0.607  0.458
H  0.278  -2.687  1.880
H  1.478  -3.059  0.550
H  -0.282  -2.956  0.333
H  1.960  -1.296  -1.606
H  0.199  -1.286  -1.597
H  2.112  0.965  -1.463
H  1.458  3.330  -1.256
H  -0.062  3.672  -1.278
O  -2.096  -1.630  -2.352
H  -2.691  -1.969  -1.619
H  -1.666  -0.986  -1.861
O  -1.625  0.088  2.554
H  -2.408  0.665  2.719
H  -1.177  0.628  2.016
O  -2.582  2.197  1.054
H  -1.641  2.243  0.509
H  -2.715  1.377  0.558

Here are the Löwdin charges for atoms 1 to 2, given in e: number 1, C, carries -0.06; number 2, C, carries -0.40

=====

No. 5
The following is a quantum chemistry calculation of a structure of composition C25H32IrN2O6P at a distorted geometry, from the OMol25 dataset.

Highest occupied orbital energy: -8.424 eV
LUMO level: -0.87 eV
Energy above the lowest of the compared OMol25 structures with the same formula, charge and spin: 0.388 eV
M: 679.730 g mol⁻¹
Frontier orbital gap: 0.278 Ha
F_max: 1.34 eV/A

Atoms and positions in Å:
Ir  0.028  0.230  0.608
O  3.845  0.112  -1.030
C  2.693  0.307  -0.699
O  2.155  -0.029  0.433
C  1.717  0.945  -1.682
C  2.011  1.559  -2.886
C  0.957  2.101  -3.613
C  -0.353  2.006  -3.148
C  -0.570  1.371  -1.943
N  0.462  0.873  -1.270
C  -1.914  1.163  -1.252
O  -2.948  1.405  -1.826
O  -1.839  0.689  -0.024
H  3.039  1.606  -3.216
H  1.157  2.610  -4.546
H  -1.196  2.417  -3.686
C  -3.447  -1.378  3.575
C  -2.562  -1.216  2.337
C  -2.483  -2.530  1.556
P  -0.893  -0.490  2.625
C  0.201  -1.744  3.410
C  -0.344  -2.561  4.582
C  1.535  -1.075  3.756
C  -1.072  0.940  3.771
C  -2.134  1.902  3.225
C  -1.301  0.657  5.257
H  -4.376  -1.866  3.272
H  -3.714  -0.421  4.016
H  -2.990  -1.996  4.346
H  -3.027  -0.472  1.684
H  -2.195  -3.359  2.207
H  -1.775  -2.488  0.734
H  -3.466  -2.759  1.141
H  0.374  -2.431  2.580
H  -0.662  -1.939  5.416
H  0.444  -3.223  4.950
H  -1.183  -3.190  4.286
H  1.440  -0.428  4.630
H  1.917  -0.473  2.929
H  2.280  -1.838  3.993
H  -0.103  1.430  3.661
H  -3.142  1.533  3.424
H  -2.036  2.060  2.153
H  -2.029  2.869  3.719
H  -2.170  0.029  5.445
H  -1.471  1.608  5.768
H  -0.436  0.191  5.727
O  1.579  3.984  0.948
C  1.025  2.962  1.149
N  0.421  1.972  1.446
C  2.428  -2.997  0.324
C  1.323  -2.464  -0.529
O  0.287  -2.003  -0.046
C  1.478  -2.462  -2.005
C  0.397  -2.051  -2.787
C  0.520  -1.980  -4.162
C  1.726  -2.319  -4.766
C  2.806  -2.725  -3.995
C  2.685  -2.794  -2.617
H  2.093  -3.107  1.350
H  3.236  -2.261  0.297
H  2.804  -3.948  -0.052
H  -0.536  -1.796  -2.301
H  -0.318  -1.655  -4.765
H  1.823  -2.267  -5.843
H  3.746  -2.976  -4.466
H  3.543  -3.072  -2.021

Here are the Löwdin charges for atoms 1 to 2, given in e: number 1, Ir, carries 1.29; number 2, O, carries 0.08

=====

No. 6
The following is a quantum chemistry calculation of a cluster of 2 separate species, CH2INS in total at a distorted geometry, from the OMol25 dataset.

Highest occupied orbital energy (alpha / beta): -8.512 / -8.518 eV
LUMO level (alpha / beta): -3.10 / -3.11 eV
Energy above the lowest of the compared OMol25 structures with the same formula, charge and spin: 3.971 eV
M: 187.005 g mol⁻¹
Frontier orbital gap (alpha / beta): 0.199 / 0.199 Ha
F_max: 5.52 eV/A

Atoms and positions in Å:
C  -0.088  -0.580  0.111
N  -0.021  -1.740  0.298
S  3.168  -1.914  0.013
I  3.256  0.379  -0.096
H  -0.841  0.111  -0.513
H  0.630  0.309  0.456

Here are the Löwdin charges for atoms 1 to 2, given in e: number 1, C, carries -0.33; number 2, N, carries 0.12